No. 1
Formula: C12H36K4O16P
Source: OMol25
Level of theory: ωB97M-V with the def2-TZVPD basis set

```
69
Properties=species:S:1:pos:R:3:forces:R:3:nbo_charge:R:1
K 1.5031 -2.6352 -2.3242 0.5 -0.4 0.7 0.9764
K -0.6715 -0.4947 -3.8418 -0.4 0.6 0.4 0.9758
K -0.8579 -2.3080 1.5846 -0.2 -0.2 0.1 0.9546
K 2.4116 1.3855 1.3248 0.1 0.2 0.2 0.9639
P 0.4305 -0.3431 -0.4794 0.6 -0.5 1.7 2.5785
O 0.9784 0.6777 -1.4617 -0.8 -0.6 -1.1 -1.2623
O -0.1136 0.2435 0.8251 -1.5 0.7 -0.3 -1.3044
O 1.6677 -1.0473 0.1212 1.2 -1.4 -0.7 -1.3336
O -0.4950 -1.4606 -1.0496 0.4 0.9 -0.7 -1.3303
C -2.0118 -1.3450 4.7350 0.0 0.8 0.1 -0.0984
C -0.8844 -0.3420 4.5273 -0.2 0.5 -0.2 -0.0950
O 0.0447 -0.6246 3.5055 0.4 -0.9 -0.3 -0.7803
O -2.9179 -1.4092 3.6368 0.4 0.0 -0.1 -0.7416
H -2.4928 -0.9445 5.6402 -0.3 -0.5 -0.1 0.1787
H -1.6892 -2.3679 4.9196 0.2 0.0 0.1 0.1828
H -0.3596 -0.2316 5.4798 0.2 -0.1 -0.1 0.1905
H -1.3192 0.6359 4.2871 -0.2 -0.1 0.4 0.1725
H -0.1145 -0.1459 2.6741 -0.2 0.3 0.2 0.5050
H -3.1744 -0.5024 3.4188 -0.1 -0.1 -0.2 0.4852
C -2.7312 2.0946 0.8734 -0.1 -0.5 -0.3 -0.1051
C -1.9545 2.6239 2.0529 0.1 -0.4 0.3 -0.0844
O -0.5639 2.6485 1.8131 0.6 0.1 0.1 -0.7719
O -2.8614 0.6592 0.9757 -0.2 0.3 -0.3 -0.7670
H -2.2042 2.3171 -0.0599 0.0 0.3 0.0 0.1787
H -3.7304 2.5239 0.8183 -0.1 -0.1 0.1 0.1899
H -2.1760 1.9030 2.8550 -0.1 0.3 0.2 0.1448
H -2.2601 3.6153 2.3775 0.0 0.1 -0.1 0.1917
H -0.3201 1.7897 1.4067 -0.4 0.2 0.0 0.4915
H -2.0287 0.3194 0.6150 0.1 0.0 0.3 0.4870
C 2.8964 -2.6821 2.8377 0.1 0.3 -0.1 -0.0830
C 3.2368 -3.5882 1.6826 0.5 -0.6 0.4 -0.0992
O 2.2570 -3.5141 0.6634 -0.4 -0.5 -0.4 -0.8037
O 2.9672 -1.3092 2.4902 0.2 0.3 0.0 -0.7601
H 3.5984 -2.8636 3.6518 0.0 0.1 0.0 0.1968
H 1.8855 -2.9127 3.2007 0.0 -0.1 0.0 0.1514
H 3.3055 -4.6080 2.0846 -0.5 0.0 -0.3 0.1827
H 4.2406 -3.4186 1.2795 -0.1 0.5 0.0 0.1830
H 2.0602 -2.5711 0.4766 0.0 0.0 0.0 0.4927
H 2.4860 -1.1840 1.6538 -0.2 -0.2 0.4 0.4787
C 0.7841 3.6926 -2.9520 -0.5 -0.9 -0.2 -0.0934
C 0.0987 4.7989 -3.6966 0.7 1.3 1.0 -0.0932
O -0.7718 5.5748 -2.8561 -0.4 -0.6 -0.6 -0.7120
O -0.0041 2.4851 -3.0819 0.4 -0.3 -0.5 -0.8117
H 0.8483 3.9093 -1.8864 0.2 0.3 0.0 0.1909
H 1.7802 3.5481 -3.3811 0.0 -0.1 0.1 0.1697
H -0.3337 4.4156 -4.6203 -0.3 0.1 0.0 0.1743
H 0.8655 5.5440 -3.9246 0.0 -0.2 -0.4 0.1873
H -1.6166 5.1206 -2.7795 0.0 0.0 0.1 0.4647
H 0.5077 1.7789 -2.6316 -0.5 0.5 0.4 0.4978
C -4.7334 -2.4536 -3.0345 -0.1 -0.2 -0.6 -0.0903
C -3.5986 -1.9625 -2.1719 1.0 -0.3 -0.5 -0.0815
O -2.3860 -2.6908 -2.5652 -0.2 0.6 0.2 -0.8004
O -5.8554 -2.7584 -2.2250 0.2 0.0 -0.2 -0.7073
H -4.3864 -3.3340 -3.5872 0.1 -0.1 0.3 0.1800
H -4.9759 -1.7232 -3.8210 -0.2 0.1 0.3 0.1575
H -3.8240 -2.1399 -1.1207 0.0 0.0 0.0 0.2004
H -3.3886 -0.9001 -2.3354 -0.3 0.1 0.3 0.1505
H -1.7056 -2.3564 -1.9478 -0.1 -0.1 0.1 0.4996
H -6.4071 -3.3673 -2.7244 -0.2 0.1 0.1 0.4776
C 4.3910 -0.2735 -1.4983 -0.4 -0.4 0.3 -0.0752
C 4.4760 1.2343 -1.6412 0.1 0.2 -0.8 -0.0963
O 3.2818 1.9576 -1.3346 0.5 -0.9 0.4 -0.7745
O 4.2036 -0.7520 -0.1851 0.2 0.3 0.2 -0.7740
H 5.3208 -0.7250 -1.8529 0.0 0.2 -0.2 0.1948
H 3.5735 -0.6445 -2.1596 0.2 0.2 0.1 0.1011
H 4.7076 1.4038 -2.7040 0.2 0.1 0.1 0.1634
H 5.3113 1.6177 -1.0574 -0.1 0.1 0.2 0.1891
H 2.5539 1.3197 -1.4974 -0.3 0.5 0.0 0.5001
H 3.2457 -0.9035 0.0019 0.4 0.2 -0.6 0.4984
```
Forces are in eV/Å.

Calculated values
- HOMO-LUMO gap: 8.02 eV
- Total charge: +1
- Energy above the lowest of the compared OMol25 structures with the same formula, charge and spin: 1.227 eV
- 2S+1: 1



No. 2
Formula: C12H36N3O6Ti2
Source: OMol25
Level of theory: ωB97M-V with the def2-TZVPD basis set

```
59
Properties=species:S:1:pos:R:3:forces:R:3:nbo_charge:R:1
Ti -0.7787 -0.6822 -0.0145 -1.9 -0.9 -1.9 1.0019
Ti -2.1242 -2.9448 1.4052 0.6 0.7 -0.6 0.3721
O -2.2233 -0.6833 1.6699 0.9 -1.2 -0.6 -1.2124
H -1.3621 -0.6307 2.1284 -0.4 -0.2 1.0 0.4008
O -2.4945 -0.2763 -1.4011 1.1 0.4 0.2 -1.2510
H -2.9743 0.4437 -1.8549 0.5 -0.7 0.5 0.4376
O -0.7556 -2.9098 -0.4955 -0.3 0.3 0.8 -1.2607
H -0.1766 -3.6688 -0.7032 -0.4 0.8 0.8 0.4663
C 2.5028 -1.0625 1.2401 0.5 0.1 1.6 -0.6120
C 1.6515 0.1656 1.5930 1.3 0.7 -0.9 -0.0976
C 2.4250 1.3570 2.2463 -0.6 -2.1 1.1 -0.0585
O 2.7971 0.9820 3.5882 0.8 0.6 0.1 -0.5568
C 1.7675 0.8733 4.5629 -0.5 -0.6 -0.2 -0.2689
N 1.1773 0.5982 0.3018 -1.6 0.6 -1.1 -0.9077
H 2.8525 -1.5249 2.1632 -0.1 -0.4 0.0 0.2203
H 3.4242 -0.8008 0.7198 0.0 0.4 -0.3 0.1917
H 1.9622 -1.7807 0.6235 -0.2 0.1 0.3 0.2341
H 0.7609 -0.0783 2.1722 0.1 -0.3 0.2 0.2075
H 1.8801 2.3010 2.2555 -0.5 0.0 -0.1 0.1702
H 3.3058 1.4874 1.6176 0.5 0.1 0.5 0.1770
H 1.1803 -0.0342 4.4224 -0.5 0.1 -0.6 0.1814
H 1.1186 1.7460 4.6360 -0.1 0.2 -0.4 0.1643
H 2.1049 0.6791 5.5810 1.1 0.4 -0.2 0.1889
H 1.8108 1.1831 -0.2242 0.6 -0.4 -0.2 0.3715
H 0.3881 1.2165 0.4243 -0.5 0.9 0.3 0.4041
C 0.4794 -0.8550 -3.3370 1.2 -0.6 0.1 -0.6167
C 1.0896 -2.2480 -3.5307 1.0 -1.1 -0.6 -0.0426
C 2.4420 -2.5648 -2.7066 -2.0 2.3 -0.6 -0.0766
O 3.0819 -3.6650 -3.2322 -1.5 -0.2 -1.4 -0.5485
C 4.2882 -4.0048 -2.6740 0.2 -0.4 0.3 -0.2332
N 0.1599 -3.3473 -3.2665 0.1 0.5 0.0 -0.8361
H 0.8077 -0.5216 -2.3525 -0.6 0.5 0.3 0.1855
H -0.5938 -0.8046 -3.5213 0.1 -0.2 0.5 0.2596
H 0.9724 -0.2162 -4.0698 0.0 0.3 0.1 0.1981
H 1.3052 -2.2897 -4.5983 0.5 -0.3 -0.1 0.1678
H 2.0445 -2.6326 -1.6939 0.2 -0.7 0.5 0.1643
H 3.1305 -1.7202 -2.6792 0.2 0.4 -0.2 0.1444
H 4.0636 -4.7903 -1.9524 0.7 0.0 0.5 0.1721
H 4.7436 -3.1221 -2.2252 0.4 -0.1 0.3 0.1645
H 4.9165 -4.3918 -3.4763 0.2 -0.1 0.1 0.1776
H -0.2630 -3.1292 -2.3756 -0.7 0.1 0.2 0.3830
H 0.7222 -4.1671 -3.0884 0.0 -0.4 -0.2 0.3408
C -1.3793 4.0185 0.1861 -2.6 0.8 0.7 -0.6096
C -2.3771 2.9333 0.7917 2.4 -0.3 -0.4 -0.0751
C -3.6829 2.8801 0.0580 -1.6 1.2 0.3 -0.0681
O -4.6689 1.9630 0.5729 -0.2 -0.1 0.4 -0.5277
C -5.3337 2.4042 1.7827 0.8 0.9 -0.5 -0.2516
N -1.6309 1.7143 0.5875 0.2 -0.8 -0.2 -0.9147
H -0.3915 4.1882 0.6146 -0.2 -0.6 0.4 0.2160
H -1.9383 4.9507 0.2666 0.3 0.6 -0.1 0.1897
H -1.2823 3.8497 -0.8864 0.1 -0.4 0.0 0.2059
H -2.6168 2.8475 1.8516 0.3 1.4 0.3 0.2018
H -3.5392 2.7633 -1.0161 0.0 -0.9 0.0 0.1890
H -4.1351 3.8713 0.0929 -0.2 0.5 0.2 0.1534
H -6.2814 1.9568 2.0821 0.2 -1.0 -1.0 0.1959
H -5.6231 3.4466 1.6491 0.3 0.4 0.1 0.1538
H -4.7005 2.3083 2.6647 0.3 0.1 0.0 0.1706
H -2.0841 1.0065 1.1477 -0.3 -0.7 0.5 0.4229
H -1.9456 1.4125 -0.3236 0.2 -0.6 -0.9 0.3793
```
Forces are in eV/Å.

Calculated values
- HOMO-LUMO gap (alpha / beta): 2.92 / 7.89 eV
- Total charge: -1
- Energy above the lowest of the compared OMol25 structures with the same formula, charge and spin: 0.743 eV
- 2S+1: 7
- Expectation value of S²: 12.005



No. 3
Formula: C12H36NO9S6V
Source: OMol25
Level of theory: ωB97M-V with the def2-TZVPD basis set

```
65
Properties=species:S:1:pos:R:3:forces:R:3:nbo_charge:R:1
V -27.3656 -18.4795 5.3322 0.9 0.3 1.1 1.1152
N -29.4798 -18.9461 7.1659 -0.7 0.3 0.9 0.7142
O -29.0058 -19.7479 6.3507 0.6 -1.8 -0.8 -0.5399
O -30.2339 -19.3532 8.0817 0.9 1.2 -1.0 -0.4822
O -29.1234 -17.7630 6.9521 -0.9 0.4 1.4 -0.5063
C -24.4396 -22.0209 7.1050 -1.0 -0.2 -0.1 -0.8162
S -25.9646 -20.9462 7.2953 -0.5 -0.5 -2.0 1.1852
O -26.0604 -20.1244 5.9870 0.6 -2.4 1.9 -0.9397
C -27.2635 -22.3424 7.1934 1.0 0.0 0.4 -0.7850
H -23.5376 -21.4089 7.1074 -0.2 0.1 0.1 0.2417
H -24.5045 -22.6293 6.2028 -0.1 0.5 -0.4 0.2226
H -24.4209 -22.7878 7.8793 0.0 0.4 0.5 0.2311
H -27.2633 -22.9139 8.1215 0.2 0.4 0.5 0.2241
H -26.9734 -23.1125 6.4786 0.0 0.5 -0.6 0.2177
H -28.2670 -21.9435 7.0451 0.3 0.3 -0.2 0.2767
C -23.0582 -18.7357 4.5433 -0.6 0.5 -0.4 -0.9008
S -24.3071 -17.6830 3.6761 -0.3 -0.5 0.6 1.1950
O -25.6675 -18.0794 4.1842 1.3 0.3 -1.0 -0.9659
C -23.9005 -16.0764 4.4053 0.5 -0.6 0.4 -1.0683
H -23.2223 -19.7662 4.2280 -0.2 0.0 -0.1 0.2246
H -23.1524 -18.6786 5.6277 0.0 0.3 -0.1 0.2337
H -22.0965 -18.4030 4.1528 0.1 0.0 0.3 0.2323
H -23.9194 -16.2005 5.4881 -0.3 0.2 0.1 0.2221
H -24.5859 -15.3112 4.0410 0.0 -0.2 0.0 0.2258
H -22.8745 -15.8147 4.1464 0.0 0.0 -0.3 0.2392
C -26.8934 -13.5698 4.9383 0.2 -1.0 0.7 -0.9252
S -27.7140 -15.1296 4.3364 -1.3 0.5 -0.6 1.2176
O -27.3322 -16.3410 5.1154 0.0 1.7 0.7 -0.9577
C -29.5168 -14.7182 4.6848 0.7 0.5 -0.7 -0.8046
H -27.3293 -13.0484 5.7905 -0.6 0.0 -0.3 0.2298
H -26.7193 -12.9440 4.0630 -0.2 0.0 0.1 0.2432
H -25.9325 -13.8956 5.3366 0.2 -0.1 -0.4 0.2321
H -29.6659 -13.6703 4.4243 0.3 0.2 0.2 0.2273
H -29.8777 -14.8999 5.6971 0.4 -0.3 0.0 0.2460
H -30.1072 -15.2154 3.9152 0.1 -0.5 0.3 0.2186
C -25.4424 -21.6800 2.5550 -0.8 0.5 -0.3 -0.8062
S -27.2567 -21.2125 2.7808 1.3 0.3 0.7 1.2100
O -27.3492 -20.1062 3.8222 -0.1 -2.2 -2.5 -0.9407
C -27.3935 -20.4453 1.1180 -0.2 0.3 1.2 -0.8157
H -25.3861 -22.3173 1.6725 -0.2 -0.1 0.0 0.2234
H -24.9735 -22.1891 3.3972 -0.4 0.2 0.1 0.2341
H -24.9461 -20.7433 2.3012 0.2 0.0 0.3 0.2259
H -28.3446 -19.9317 1.2585 0.0 0.2 -0.6 0.2277
H -27.4311 -21.1772 0.3111 0.0 0.0 0.2 0.2366
H -26.5972 -19.7082 1.0144 0.0 -0.1 -0.1 0.2387
C -31.6762 -17.7096 4.6380 0.3 -1.0 -0.8 -0.7836
S -30.3766 -18.1752 3.3994 1.9 -1.0 1.1 1.1785
O -28.9745 -18.0975 4.0664 -3.4 0.6 -2.0 -0.9609
C -30.6930 -20.0300 3.2885 -0.1 1.1 -0.1 -0.7709
H -32.5635 -18.1826 4.2172 -0.1 -0.1 0.2 0.2258
H -31.8847 -16.6399 4.6562 0.6 -0.1 0.1 0.2408
H -31.4077 -18.1586 5.5942 -0.1 0.3 0.0 0.2585
H -30.4767 -20.4764 4.2591 -0.3 0.1 0.0 0.2626
H -30.0343 -20.4736 2.5418 0.2 0.4 0.1 0.2247
H -31.6983 -20.1576 2.8871 -0.2 -0.1 0.5 0.2232
C -26.2202 -17.8341 9.6824 -0.1 0.5 -0.6 -0.8052
S -25.4819 -17.0439 8.1582 -2.2 -0.7 -1.2 1.1307
O -26.0902 -17.7902 6.9358 1.5 1.2 2.8 -0.9590
C -26.3878 -15.4505 8.1530 -0.5 -0.1 -0.2 -0.8581
H -27.2564 -17.5215 9.8120 0.0 -0.1 -0.3 0.2417
H -25.6848 -17.5671 10.5936 0.3 0.1 -0.3 0.2334
H -26.1651 -18.9067 9.4966 0.0 0.1 0.0 0.2418
H -26.3272 -14.8495 9.0603 0.6 -0.1 0.0 0.2371
H -27.4528 -15.5872 7.9656 -0.1 -0.8 0.1 0.2504
H -26.0488 -14.9291 7.2578 0.4 0.1 0.3 0.2306
```
Forces are in eV/Å.

Calculated values
- HOMO-LUMO gap (alpha / beta): 1.66 / 9.02 eV
- Total charge: 0
- 2S+1: 5
- Expectation value of S²: 6.003



No. 4
Formula: C12H36O6
Source: OMol25
Level of theory: ωB97M-V with the def2-TZVPD basis set

```
54
Properties=species:S:1:pos:R:3:forces:R:3:nbo_charge:R:1
C 150.7400 148.5100 59.7570 -1.2 -1.0 -1.1 -0.6728
C 151.7500 147.7060 58.9630 -1.4 0.6 -3.0 -0.0862
O 151.1090 147.1320 57.7450 -0.6 0.9 2.1 -0.7795
H 149.8370 147.7550 59.8860 1.9 1.6 1.4 0.2331
H 150.1920 149.2940 59.1540 1.1 -0.7 0.1 0.2149
H 151.4010 149.0770 60.4670 -1.5 -0.9 0.5 0.2309
H 152.4160 147.0090 59.4060 -0.2 -1.1 1.3 0.1816
H 152.4500 148.3600 58.5430 1.2 1.5 -0.4 0.1678
H 151.7370 146.5080 57.4040 0.6 -0.5 -0.7 0.4929
C 154.3280 150.7260 58.7830 4.8 -2.6 0.9 -0.6268
C 155.1050 149.9730 59.9080 2.9 3.9 -1.0 -0.0265
O 154.3840 148.9680 60.2870 -0.2 -7.1 -2.2 -0.7190
H 153.3750 150.9690 58.9620 -3.6 0.7 1.0 0.2013
H 154.4590 149.9860 58.0370 -0.5 -0.2 -1.5 0.2036
H 154.9200 151.5450 58.6030 1.1 2.3 -1.1 0.1985
H 155.2330 150.5520 60.8250 0.6 1.1 -0.2 0.1404
H 156.1640 149.6090 59.6420 -1.4 0.8 -0.3 0.1520
H 153.9180 149.3070 60.9490 -3.8 1.2 4.7 0.4768
C 152.3280 147.6860 63.1230 2.3 2.0 -4.9 -0.6251
C 151.7400 149.0890 63.2430 3.7 -0.6 1.1 -0.0673
O 152.6350 150.0290 62.6560 -1.3 1.9 -1.5 -0.7452
H 151.7550 147.0670 63.6700 -1.8 -2.6 1.6 0.2083
H 153.4040 147.5670 63.3260 -0.4 0.7 0.9 0.2248
H 152.4440 147.3920 61.9780 -1.1 0.3 2.1 0.2039
H 151.7030 149.3620 64.2570 0.4 0.0 2.0 0.1559
H 150.7530 149.2340 63.0410 -2.8 -0.1 -2.0 0.1742
H 152.0900 150.8390 62.3990 1.3 -1.6 0.5 0.4775
C 148.3710 150.5100 56.7500 3.9 1.5 -0.1 -0.6553
C 148.0420 152.0650 56.5280 -2.7 -1.4 -1.7 -0.0613
O 148.9910 152.9910 56.9210 3.3 -1.9 -1.1 -0.7039
H 149.5650 150.2440 56.5520 -3.0 0.9 -0.5 0.2050
H 147.7360 149.7910 56.2920 -0.5 -0.2 -1.0 0.2203
H 148.4170 150.2170 57.7580 -0.6 0.1 1.9 0.1994
H 147.0180 152.3440 57.1580 2.3 -0.7 -2.3 0.1824
H 148.1080 152.1860 55.3070 -1.7 -0.4 2.7 0.1464
H 149.7470 152.5490 56.3530 -1.2 2.1 2.1 0.4653
C 153.7840 149.5390 54.6060 4.2 0.8 -2.4 -0.6365
C 153.0620 148.7060 55.5270 -3.7 -1.4 1.1 -0.0806
O 151.8960 149.4790 56.0280 0.6 -1.2 0.8 -0.7788
H 153.4020 149.6700 53.5900 -0.6 -1.0 0.1 0.2125
H 154.7100 148.7820 54.5380 -1.1 2.4 -0.6 0.2011
H 154.0660 150.6410 54.7060 0.1 -1.6 1.4 0.2270
H 153.7290 148.2600 56.3570 -1.3 0.8 -1.0 0.1706
H 152.6490 147.8640 54.8120 0.7 1.0 1.9 0.1805
H 151.3980 148.9970 56.7470 1.0 0.0 -1.2 0.4968
C 151.0080 143.7640 57.1070 1.4 6.3 -2.2 -0.6296
C 152.5630 144.0470 57.0330 -1.6 -0.4 -0.3 -0.0759
O 152.7880 145.3720 56.5260 2.6 -0.5 -0.9 -0.7447
H 150.6000 144.5710 57.7540 -0.1 -0.4 -0.5 0.2233
H 150.6380 142.9320 57.4540 -1.0 -4.9 2.3 0.2078
H 150.4710 143.8400 56.0780 1.4 0.3 1.5 0.2145
H 152.8660 143.4270 56.2280 0.9 -1.2 -0.3 0.1644
H 153.2330 143.9750 57.9170 -1.1 -0.7 -0.1 0.1769
H 153.7590 145.2420 56.2170 -2.5 1.2 0.6 0.4823
```
Forces are in eV/Å.

Calculated values
- HOMO-LUMO gap: 10.02 eV
- Total charge: 0
- Energy above the lowest of the compared OMol25 structures with the same formula, charge and spin: 8.636 eV
- 2S+1: 1
- Structure (SMILES): CCO.CCO.CCO.CCO.CCO.CCO



| no. | molecular weight (g mol⁻¹) |
| --- | --- |
| 1 | 623.770 |
| 2 | 414.169 |
| 3 | 581.764 |
| 4 | 276.414 |